# 1
Formula: C5H5N
Source: the OMol25 dataset
Level of theory: ωB97M-V with the def2-TZVPD basis set

Cartesian coordinates (Å):
1 C 2.224 1.063 1.603
2 C 1.317 1.545 0.716
3 C -2.585 -0.965 -1.929
4 C -1.841 -0.981 -0.934
5 C 1.337 -0.019 1.307
6 N 1.074 0.392 -0.048
7 H 2.650 1.261 2.504
8 H -3.446 -1.163 -2.474
9 H -1.601 -0.662 -2.310
10 H 0.158 0.096 -0.414
11 H 0.712 -0.566 1.979

## Properties
HOMO-LUMO gap   8.65 eV
Calculated total energy   -247.940515 Ha
F_max   0.0693 Eh/bohr

=====

# 2
Formula: C5H5N
Source: the OMol25 dataset
Level of theory: ωB97M-V with the def2-TZVPD basis set

Cartesian coordinates (Å):
1 C -0.191 1.159 0.019
2 C -1.257 0.290 0.222
3 C -0.973 -1.058 -0.010
4 N 0.251 -1.555 0.138
5 C 1.272 -0.703 0.146
6 C 1.085 0.637 -0.182
7 H -0.360 2.231 -0.031
8 H -2.256 0.633 0.485
9 H -1.682 -1.724 -0.491
10 H 2.252 -1.121 0.369
11 H 1.880 1.211 -0.644

## Properties
HOMO-LUMO gap   10.03 eV
Calculated total energy   -248.248820 Ha
SMILES   c1ccncc1
F_max   0.0197 Eh/bohr

=====

# 3
Formula: C5H5N
Source: the OMol25 dataset
Level of theory: ωB97M-V with the def2-TZVPD basis set

Cartesian coordinates (Å):
1 H -1.591 -1.993 -0.108
2 N -0.661 -1.457 -0.220
3 C -0.523 -0.238 -0.163
4 C -1.261 0.898 0.129
5 C 1.219 0.118 -0.352
6 C 2.370 0.906 -0.341
7 C 2.354 -0.526 -0.130
8 H -1.373 1.064 1.307
9 H -0.722 1.812 -0.136
10 H -2.378 0.903 -0.233
11 H 2.567 -1.487 0.247

## Properties
HOMO-LUMO gap   9.32 eV
Calculated total energy   -248.051959 Ha
SMILES   [H]/N=C(\C)C1=C=C1
F_max   0.1243 Eh/bohr

=====

Please write out number 3 again, unchanged.
Formula: C5H5N
Source: the OMol25 dataset
Level of theory: ωB97M-V with the def2-TZVPD basis set

Cartesian coordinates (Å):
1 H -1.591 -1.993 -0.108
2 N -0.661 -1.457 -0.220
3 C -0.523 -0.238 -0.163
4 C -1.261 0.898 0.129
5 C 1.219 0.118 -0.352
6 C 2.370 0.906 -0.341
7 C 2.354 -0.526 -0.130
8 H -1.373 1.064 1.307
9 H -0.722 1.812 -0.136
10 H -2.378 0.903 -0.233
11 H 2.567 -1.487 0.247

## Properties
HOMO-LUMO gap   9.32 eV
Calculated total energy   -248.051959 Ha
SMILES   [H]/N=C(\C)C1=C=C1
F_max   0.1243 Eh/bohr

=====

Q: Which value of HOMO-LUMO gap does entry 2 give?
A: 10.03 eV

=====

Q: Among the records above, which one has the lowest calculated total energy?
A: number 2